(1)
C5H12N2O | the ωB97M-V functional and the def2-TZVPD basis

Properties
SMILES string ... N/C=C(\N)CCCO
HOMO-LUMO gap ... 7.877 eV
HOMO ... -0.2510 Ha
Lowest unoccupied orbital energy ... 1.048 eV

Positions of all 20 atoms, in Å:
C 1.265 1.725 -0.076
O 0.858 2.857 -0.819
C 1.386 0.432 -0.864
C 0.953 -0.797 -0.064
C -0.523 -0.916 0.122
C -1.143 -0.706 1.280
N -2.487 -0.906 1.547
N -1.271 -1.162 -1.043
H 0.502 1.551 0.688
H 2.203 1.918 0.453
H 1.630 3.260 -1.246
H 2.408 0.307 -1.187
H 0.843 0.442 -1.795
H 1.423 -0.830 0.924
H 1.322 -1.706 -0.551
H -0.524 -0.496 2.145
H -2.750 -0.945 2.510
H -3.029 -1.424 0.876
H -0.807 -1.581 -1.822
H -2.259 -1.023 -1.076

(2)
C5H12N2O | the ωB97M-V functional and the def2-TZVPD basis

Properties
HOMO-LUMO gap ... 8.605 eV
HOMO ... -0.2958 Ha
Lowest unoccupied orbital energy ... 0.556 eV

Positions of all 20 atoms, in Å:
C 0.172 -0.044 -0.593
C 1.507 0.414 -0.025
C -0.150 -1.527 -0.699
C -1.969 1.303 0.025
N -0.708 0.691 0.450
C 2.110 -0.277 1.102
O 0.003 0.603 -1.828
N 1.609 -0.923 2.095
H -0.734 0.198 -2.301
H -0.858 0.068 1.240
H 0.603 -1.083 1.997
H 2.206 0.695 -0.806
H 0.540 1.284 0.596
H 3.186 -0.102 1.182
H 0.038 -2.051 0.236
H 0.496 -1.964 -1.460
H -1.195 -1.684 -0.982
H -1.755 2.040 -0.745
H -2.427 1.797 0.881
H -2.676 0.562 -0.365

(3)
C5H12N2O | the ωB97M-V functional and the def2-TZVPD basis

Properties
HOMO-LUMO gap (alpha / beta) ... 7.514 / 7.512 eV
HOMO (alpha / beta) ... -0.2451 / -0.2451 Ha
Lowest unoccupied orbital energy (alpha / beta) ... 0.844 / 0.844 eV

Positions of all 20 atoms, in Å:
C -0.195 -0.500 -0.242
C -0.983 -1.639 0.350
C 1.802 -0.759 0.986
C 0.309 0.508 0.571
N -1.587 1.838 -1.471
N 0.265 -0.671 -1.529
C 0.423 1.598 1.288
O -1.642 0.978 -0.361
H -0.998 1.459 -2.218
H -1.122 2.709 -1.201
H -0.293 -1.285 -2.103
H 0.508 0.184 -2.010
H -1.034 -1.576 1.435
H -0.556 -2.605 0.069
H -2.000 -1.567 -0.042
H 1.750 -0.824 2.070
H 2.640 -0.165 0.629
H 1.824 -1.750 0.538
H 1.268 1.743 1.953
H -0.380 2.325 1.288

Energy / Ha: -382.431189, -382.352874, -382.227285
Energy above the lowest of the compared OMol25 structures with the same formula, charge and spin / eV: 1.941, 4.072, 7.490